DFT (ωB97M-V with the def2-TZVPD basis set) results for one molecule with the formula C9H13NO at a distorted geometry.

```
! RIJCOSX wB97M-V def2-TZVPD def2/J DEFGRID3
* xyz 0 1
C 0.78 -0.64 -0.05
C 2.02 -0.65 0.50
C 0.43 -0.30 -1.45
C -1.78 -0.89 0.44
C -0.37 -0.85 0.98
C -1.46 0.10 1.21
C 3.35 -0.19 -0.02
C -0.29 1.01 -1.64
C -2.81 1.93 1.50
N 0.86 -1.10 -2.33
O -1.58 1.27 1.79
H 2.10 -1.03 1.55
H -2.39 -1.30 -0.38
H -0.11 -1.50 1.80
H 3.24 -0.23 -1.10
H 4.17 -0.83 0.23
H 3.44 0.80 0.24
H 0.28 1.70 -1.10
H -0.19 1.12 -2.71
H -1.36 0.98 -1.26
H -2.82 2.33 0.48
H -2.78 2.78 2.10
H -3.72 1.31 1.70
H 0.80 -0.89 -3.31
*
```

The energy above the lowest of the compared OMol25 structures with the same formula, charge and spin comes out at 126.2 kcal/mol. The calculation puts the LUMO energy at 0.845 eV. For the total energy, the calculation gives -13076.60042 eV.